one | Density functional theory data (ωB97M-V/def2-TZVPD) for an isolated molecule of C4H8O3.

```
! wB97M-V def2-TZVPD RIJCOSX def2/J DEFGRID3
* xyz 0 1
C 0.633 -0.126 -0.452
C -0.658 0.345 -0.903
C 1.514 0.746 0.360
C -1.372 0.046 0.623
O -2.392 -0.940 0.464
O 1.048 -1.309 -0.887
O -1.601 1.051 1.326
H -1.998 -1.737 0.077
H 1.908 -1.538 -0.499
H -0.431 -0.616 1.061
H -0.714 1.407 -1.132
H -1.103 -0.279 -1.674
H 2.287 0.183 0.887
H 1.996 1.463 -0.315
H 0.884 1.303 1.065
*
```

Its HOMO energy is -7.79 eV.

---

two | Density functional theory data (ωB97M-V/def2-TZVPD) for an isolated molecule of C4H8O3.

```
! wB97M-V def2-TZVPD RIJCOSX def2/J DEFGRID3
* xyz 0 1
O -2.368 0.305 0.015
C -1.307 -0.430 0.575
C 0.048 0.130 0.189
C 1.239 -0.712 0.607
O 2.458 -0.126 0.218
C 0.090 1.368 -1.867
O 0.122 0.213 -1.262
H -2.311 0.207 -0.944
H -1.414 -0.355 1.660
H -1.357 -1.491 0.294
H 1.256 -0.774 1.698
H 1.124 -1.729 0.203
H 2.458 -0.054 -0.747
H 0.177 1.158 0.537
H -0.246 2.120 -1.088
*
```

Its HOMO energy is -8.92 eV.

---

one (0.303 eV below the next structure)

---

one | Density functional theory data (ωB97M-V/def2-TZVPD) for an isolated molecule of C5H12NP.

```
! wB97M-V def2-TZVPD RIJCOSX def2/J DEFGRID3
* xyz 0 1
C 0.444 1.190 0.815
C -0.689 0.928 -0.142
C -2.695 -0.243 -0.994
C 1.253 -1.493 0.567
C -1.613 0.034 -0.011
N 2.342 0.937 -1.071
P 1.901 0.223 0.272
H 0.806 2.221 0.816
H 0.064 0.744 1.862
H -0.412 1.389 -1.012
H -2.583 -1.219 -1.205
H -2.681 0.348 -1.860
H -3.683 -0.100 -0.470
H 1.893 -2.038 -0.105
H 0.228 -1.674 0.173
H 1.156 -1.898 1.551
H -1.643 -0.382 0.999
H 3.122 0.639 -1.549
H 2.792 0.392 1.362
*
```

Its HOMO energy is -8.82 eV. Its SMILES is C/C=C/C[P@@H](C)=N.

---

two | Density functional theory data (ωB97M-V/def2-TZVPD) for a cluster of 2 separate species, C5H12NP in total.

```
! wB97M-V def2-TZVPD RIJCOSX def2/J DEFGRID3
* xyz 0 1
C 2.161 -0.777 -0.490
C -0.129 -1.740 -0.268
C 0.652 -0.231 1.449
C -0.599 1.168 -1.196
C 0.844 -1.021 0.204
N -1.783 0.932 -0.861
P -2.389 1.550 0.666
H 2.778 -1.621 -0.271
H 2.577 0.107 0.121
H 2.158 -0.420 -1.549
H -0.174 -2.268 -1.180
H -1.078 -1.591 0.227
H -3.532 0.821 0.706
H -0.387 -0.338 1.674
H 1.019 0.857 1.310
H 1.118 -0.676 2.269
H -0.393 1.019 -2.212
H 0.188 1.677 -0.527
H -3.031 2.553 -0.072
*
```

Its HOMO energy is -8.71 eV. Its SMILES is C=C(C)C.C=NP.

---

three | Density functional theory data (ωB97M-V/def2-TZVPD) for a cluster of 2 separate species, C5H12NP in total.

```
! wB97M-V def2-TZVPD RIJCOSX def2/J DEFGRID3
* xyz 0 1
C 0.640 0.461 0.753
C 0.732 -0.366 -0.297
C 0.715 1.994 0.746
C 0.483 -1.776 0.142
C 1.000 -0.030 -1.755
N -2.794 -0.172 0.764
P -2.366 0.136 -0.779
H 0.426 -0.020 1.617
H 1.255 2.221 -0.142
H 1.248 2.433 1.546
H -0.303 2.327 0.612
H 0.453 -1.755 1.226
H 1.284 -2.447 -0.279
H -0.262 -2.396 -0.381
H 0.582 -0.560 -2.525
H 2.018 -0.289 -1.947
H 0.775 1.065 -1.922
H -2.436 -1.106 1.179
H -3.451 0.282 1.443
*
```

Its HOMO energy (alpha / beta) is -6.85 / -6.86 eV.

---

one (0.797 eV below the next structure)

---

one | Density functional theory data (ωB97M-V/def2-TZVPD) for the ion C8H15N2 with charge +1.

```
! wB97M-V def2-TZVPD RIJCOSX def2/J DEFGRID3
* xyz 1 1
C 0.246 0.806 -1.147
C -1.925 0.226 -1.603
C -1.955 -0.956 -0.588
C 0.404 -0.524 -0.221
C 1.296 0.749 -0.128
C 1.071 1.682 1.085
C 2.757 0.678 -0.446
C -0.737 -1.660 1.489
N -0.846 1.152 -1.632
N -0.901 -0.725 0.415
H -2.104 -0.126 -2.585
H -2.774 0.787 -1.618
H -2.946 -0.910 -0.219
H -1.734 -1.837 -1.282
H 0.842 -1.441 -0.348
H 1.472 2.722 0.851
H 1.739 1.355 1.914
H 0.073 1.793 1.356
H 3.227 0.325 0.461
H 3.152 1.718 -0.724
H 3.186 0.045 -1.315
H -1.717 -1.658 2.092
H -0.913 -2.750 1.330
H 0.206 -1.557 2.035
H -1.120 0.106 0.830
*
```

Its HOMO energy is -12.81 eV. Its SMILES is C[N@@H+]1CCN=C2[C@H]1C2(C)C.

---

two | Density functional theory data (ωB97M-V/def2-TZVPD) for the ion C8H15N2 with charge +1.

```
! wB97M-V def2-TZVPD RIJCOSX def2/J DEFGRID3
* xyz 1 1
C 1.081 -0.432 0.631
C 0.577 -0.013 -0.490
C 2.298 -0.699 1.153
C 3.668 -1.090 1.005
C -2.032 -1.094 0.697
C -1.462 0.123 -1.801
C -0.576 2.102 -0.791
C -1.472 0.331 0.667
N 1.339 -0.528 2.008
N -0.697 0.665 -0.581
H 1.239 -0.157 -1.341
H 4.182 -1.279 1.846
H 4.141 -0.184 0.542
H 3.647 -1.975 0.287
H -1.261 -1.748 1.003
H -2.542 -1.225 1.629
H -2.534 -1.550 -0.107
H -1.208 -0.895 -1.711
H -2.515 0.323 -1.571
H -1.170 0.472 -2.765
H -1.414 2.608 -1.213
H -0.286 2.403 0.173
H 0.315 2.256 -1.526
H -0.939 0.506 1.559
H -2.379 1.078 0.698
*
```

Its HOMO energy is -13.22 eV. Its SMILES is CC[N+](C)(C)/C=C1N=C\1C.

---

three | Density functional theory data (ωB97M-V/def2-TZVPD) for a structure of composition C8H15N2.

```
! wB97M-V def2-TZVPD RIJCOSX def2/J DEFGRID3
* xyz 1 1
C 1.624 -1.987 -0.327
C 1.257 -1.198 -1.280
C 0.894 -1.633 0.954
C 0.788 1.550 0.979
C 0.358 1.433 -0.490
C -0.147 0.533 1.627
C -0.046 0.112 -0.716
C -1.354 -0.061 -1.509
N -0.151 -0.588 0.682
N -2.378 0.495 -0.728
H 2.269 -2.871 -0.210
H 1.729 -1.018 -2.285
H 0.428 -2.563 1.443
H 1.531 -1.272 1.817
H 1.782 1.173 1.253
H 0.744 2.616 1.382
H -0.432 2.152 -0.612
H 1.206 1.749 -1.107
H -0.001 0.204 2.746
H -1.191 0.910 1.839
H -1.418 -1.145 -1.821
H -1.106 0.457 -2.548
H -1.000 -0.994 0.600
H -2.147 1.438 -0.530
H -3.239 0.506 -1.158
*
```

Its HOMO energy is -13.64 eV.

---

three (1.404 eV below the next structure)

---

one | Density functional theory data (ωB97M-V/def2-TZVPD) for the ion C8H15N2 with charge +1.

```
! wB97M-V def2-TZVPD RIJCOSX def2/J DEFGRID3
* xyz 1 1
C 1.974 0.721 0.622
C 1.977 -0.650 0.712
C 0.712 2.671 -0.580
C 0.056 1.361 -1.025
C -0.078 3.765 0.232
C -1.260 -3.329 -0.155
C -1.495 -1.943 0.342
C -0.315 -1.172 0.657
N 0.993 1.513 0.125
N 0.940 -1.505 0.428
H 2.732 1.296 0.956
H 2.925 -1.005 1.035
H 1.441 3.100 -1.258
H 0.478 0.951 -1.871
H -0.504 3.146 0.998
H -0.811 4.363 -0.435
H 0.669 4.463 0.692
H -2.195 -3.868 -0.292
H -0.619 -3.327 -1.040
H -0.942 -4.014 0.765
H -2.261 -2.005 1.104
H -1.880 -1.233 -0.491
H -0.895 1.138 -0.752
H -0.369 -0.172 1.035
H 1.287 -2.419 0.084
*
```

Its HOMO energy (alpha / beta) is -12.14 / -12.14 eV. Its SMILES is CC/C=[NH+]/C=C\N1C[C@H]1C.

---

two | Density functional theory data (ωB97M-V/def2-TZVPD) for the ion C8H15N2 with charge +1.

```
! wB97M-V def2-TZVPD RIJCOSX def2/J DEFGRID3
* xyz 1 1
C -1.163 0.495 1.559
C -0.206 -0.688 -0.073
C 0.820 0.131 0.575
C 2.179 0.264 0.067
C 0.355 -0.459 -2.361
C -2.706 -0.644 0.033
C 0.891 1.647 2.423
C -0.172 -1.428 -1.334
N -1.378 -0.305 0.487
N 0.131 0.820 1.570
H -1.917 0.939 2.045
H 2.401 1.292 0.235
H 2.988 -0.222 0.679
H 2.051 -0.179 -0.896
H 1.499 -0.537 -2.552
H 0.159 0.643 -2.036
H -0.145 -0.657 -3.459
H -3.299 0.230 -0.248
H -2.520 -1.217 -0.929
H -3.286 -1.214 0.803
H 0.916 1.323 3.575
H 1.970 1.655 2.154
H 0.499 2.747 2.547
H 0.648 -2.194 -1.190
H -1.144 -1.734 -1.624
*
```

Its HOMO energy is -12.73 eV. Its SMILES is CCc1c(C)[n+](C)cn1C.

---

two (1.741 eV below the next structure)

---

one | Density functional theory data (ωB97M-V/def2-TZVPD) for a cluster of 2 separate species, C5H11NO2 in total.

```
! wB97M-V def2-TZVPD RIJCOSX def2/J DEFGRID3
* xyz 0 1
O -2.269 -2.465 0.658
C -2.131 -1.470 0.002
C -0.982 -1.375 -0.990
C -0.372 0.051 -1.229
C 0.782 0.310 -0.275
C 1.830 1.067 -0.570
N 0.737 -0.456 0.888
H -2.906 -0.634 -0.038
H -0.029 -2.067 -0.816
H -1.338 -1.756 -1.986
H -0.009 0.031 -2.300
H -0.981 1.104 -1.340
H 2.886 1.255 -0.139
H 1.771 1.755 -1.409
H 1.607 -0.802 1.135
H 0.181 -1.244 0.897
H 1.441 2.629 1.111
H 2.475 3.435 1.744
O 1.641 3.463 1.254
*
```

Its HOMO energy is -8.60 eV. Its SMILES is C=C(N)CCC=O.O.

---

two | Density functional theory data (ωB97M-V/def2-TZVPD) for an isolated molecule of C5H11NO2.

```
! wB97M-V def2-TZVPD RIJCOSX def2/J DEFGRID3
* xyz 0 1
C -0.811 0.180 2.473
C 0.616 0.669 2.636
C -1.467 0.479 1.130
N -0.979 -0.402 0.056
C -0.569 0.299 -1.150
C 0.648 -0.378 -1.753
O 1.762 0.374 -1.531
O 0.685 -1.421 -2.335
H -1.449 0.638 3.234
H -0.896 -0.886 2.678
H 1.011 0.201 3.541
H 0.726 1.748 2.683
H 1.233 0.380 1.781
H -2.542 0.299 1.241
H -1.318 1.495 0.866
H -0.233 -0.983 0.412
H -1.323 0.241 -1.928
H -0.378 1.361 -0.983
H 2.544 -0.077 -1.897
*
```

Its HOMO energy is -9.02 eV. Its SMILES is CCCNCC(=O)O.

---

two (2.566 eV below the next structure)

---

one | Density functional theory data (ωB97M-V/def2-TZVPD) for a cluster of 2 separate species, C5H11NO2 in total.

```
! wB97M-V def2-TZVPD RIJCOSX def2/J DEFGRID3
* xyz 0 1
O 1.124 -0.097 1.016
C 0.263 -0.824 0.575
C -1.235 -0.441 0.709
C -1.900 -0.633 -0.667
C -1.295 0.183 -1.760
C -0.789 -0.341 -2.866
N -1.867 -1.410 1.639
H 0.556 -1.759 0.075
H -1.114 0.577 1.087
H -2.981 -0.477 -0.546
H -1.898 -1.722 -0.774
H -1.310 1.242 -1.519
H -0.350 0.297 -3.622
H -0.773 -1.415 -2.999
H -2.674 -0.940 2.048
H -1.242 -1.531 2.430
H 4.109 2.145 0.665
H 4.161 3.499 1.385
O 4.682 2.901 0.861
*
```

Its HOMO energy is -9.79 eV. Its SMILES is C=CC[C@@H](N)C=O.O.

---

two | Density functional theory data (ωB97M-V/def2-TZVPD) for a structure of composition C5H11NO2.

```
! wB97M-V def2-TZVPD RIJCOSX def2/J DEFGRID3
* xyz 0 1
C 0.899 -0.588 0.259
C 1.597 0.199 -0.829
C 1.520 -0.421 1.632
H 0.744 -1.642 0.011
H -0.488 -0.362 -0.341
H 1.477 1.268 -0.635
H 1.199 -0.021 -1.823
H 2.666 -0.029 -0.840
H 2.560 -0.760 1.606
H 0.996 -1.003 2.391
H 1.512 0.630 1.927
C -1.995 -0.368 -0.799
N -2.407 0.769 -1.354
C -0.791 0.282 0.617
O -2.357 -1.507 -0.936
O -0.716 1.517 0.646
H -3.210 0.788 -1.964
H -2.027 1.627 -0.963
H -1.182 -0.377 1.397
*
```

Its HOMO energy is -8.21 eV.

---

one (1.914 eV below the next structure)